This record from OMol25 describes C42H45MoN10S as an isolated structure in a non-equilibrium geometry. The level of theory is the ωB97M-V functional and the def2-TZVPD basis.

XYZ file:
```
99
Properties=species:S:1:pos:R:3:lowdin_spin:R:1
Mo -0.2798 -0.0365 0.3839 1.680
C -3.8755 2.2963 2.4127 -0.001
C -3.0632 1.2187 2.0264 0.008
N -1.8060 1.3557 1.6599 0.002
C -1.2730 2.6047 1.7180 -0.001
C -2.0166 3.7547 2.0231 -0.001
C -3.3716 3.5657 2.3761 0.007
C -1.3650 5.0105 1.9934 0.008
C -0.0311 5.0785 1.7043 -0.001
C 0.7238 3.9086 1.4621 0.010
C 0.1161 2.6798 1.4925 0.006
N 0.6967 1.3950 1.3878 0.032
C 1.8167 1.0504 2.1707 -0.006
C 2.6256 1.8669 2.9256 0.029
C 3.6437 1.3237 3.7365 -0.005
C 3.8296 -0.0246 3.8417 0.025
C 2.9665 -0.8970 3.1421 -0.003
C 2.9739 -2.2940 3.3050 0.032
C 2.0348 -3.0555 2.6483 -0.002
C 1.1199 -2.4341 1.8088 0.029
N 1.0903 -1.1148 1.6103 -0.012
C 1.9912 -0.3421 2.2911 -0.005
H -4.8934 2.1019 2.7208 0.000
H -3.4816 0.2233 2.0332 0.000
H -3.9858 4.4197 2.6407 0.000
H -1.9309 5.9094 2.2094 0.000
H 0.4722 6.0366 1.6850 0.000
H 1.7815 3.9993 1.2473 0.000
H 2.4717 2.9342 2.9533 0.002
H 4.2705 1.9992 4.3048 -0.001
H 4.5973 -0.4365 4.4862 0.001
H 3.7063 -2.7572 3.9575 0.001
H 1.9884 -4.1292 2.7746 -0.001
H 0.3706 -3.0221 1.3064 0.001
N -1.0200 2.0978 -1.3251 0.018
N -2.2601 2.5817 -1.7237 0.003
C -3.3834 1.8336 -1.6187 0.006
N -4.4792 2.3418 -2.1784 0.002
S -3.3863 0.3702 -0.8181 0.038
H -0.5595 2.8195 -0.7876 0.000
H -0.4617 1.9171 -2.1444 0.000
H -2.2689 3.4100 -2.2995 0.000
H -4.4918 3.2274 -2.6608 0.000
H -5.3539 1.8610 -2.0653 0.000
C -0.9681 -4.2781 -0.3851 0.000
C -1.9744 -3.6127 -1.2916 -0.001
C -3.1036 -4.3254 -1.6785 0.000
C -3.9691 -3.8228 -2.6348 -0.001
C -3.6686 -2.6233 -3.2588 0.000
C -2.5583 -1.8731 -2.8950 0.000
C -2.2570 -0.6371 -3.7095 0.000
C -1.7604 -2.3387 -1.8346 0.000
N -0.5973 -1.5636 -1.4098 0.003
C 0.3576 -1.6050 -2.2707 0.022
C 0.4436 -2.5402 -3.4314 0.003
C 1.4861 -0.6706 -2.0618 0.031
C 2.5484 -0.6021 -3.1028 0.005
N 1.4510 0.0643 -1.0028 -0.006
C 2.7358 0.7134 -0.6996 -0.001
C 2.9690 2.0685 -0.9739 -0.001
C 2.0535 2.9047 -1.8259 0.000
C 4.1679 2.6373 -0.5668 0.000
C 5.1476 1.8793 0.0527 -0.001
C 4.9614 0.5175 0.1840 0.000
C 3.7763 -0.0969 -0.2141 -0.002
C 3.7382 -1.6074 -0.1769 0.001
H -1.3783 -4.4895 0.6060 0.000
H -0.0660 -3.6822 -0.2870 0.000
H -0.6751 -5.2363 -0.8161 0.000
H -3.2680 -5.3122 -1.2565 0.000
H -4.8459 -4.3873 -2.9248 0.000
H -4.2959 -2.2617 -4.0657 0.000
H -3.1546 -0.0293 -3.8169 0.000
H -1.9529 -0.9313 -4.7180 0.000
H -1.4720 -0.0168 -3.2806 0.000
H -0.3538 -3.2720 -3.4299 0.000
H 1.4044 -3.0612 -3.3905 0.001
H 0.4163 -2.0030 -4.3823 0.001
H 2.0773 -0.4801 -4.0821 0.002
H 3.1198 -1.5326 -3.1516 0.002
H 3.2377 0.2159 -2.9299 0.000
H 1.5012 2.2913 -2.5350 0.000
H 2.6476 3.6063 -2.4099 0.000
H 1.3648 3.5025 -1.2299 0.000
H 4.3588 3.6813 -0.7928 0.000
H 6.0761 2.3392 0.3708 0.000
H 5.7619 -0.1061 0.5697 0.000
H 4.1641 -1.9837 0.7516 0.000
H 4.3669 -1.9978 -0.9817 0.000
H 2.7434 -2.0344 -0.2905 0.001
N -2.7636 -1.9320 1.1250 0.005
C -3.4060 -2.4796 2.1597 0.013
C -2.6625 -2.2149 3.2957 0.002
C -1.5623 -1.5000 2.8433 0.008
N -1.6127 -1.3417 1.5091 0.006
H -3.0110 -1.9959 0.1460 0.000
H -4.3382 -3.0098 2.0276 0.001
H -2.8978 -2.4902 4.3120 0.000
H -0.7523 -1.0923 3.4247 0.000
```

Net charge: +3
Expectation value of S²: 2.02
Largest force on an atom (eV/A): 1.8
Spin multiplicity: 3
Relative energy (zero: lowest compared OMol25 entry of this formula, charge and spin) (eV): 1.165
Electronic energy (Ha): -2640.6348



This record from OMol25 describes C42H45N6O2P2S3V as an isolated structure in a non-equilibrium geometry. The level of theory is the ωB97M-V functional and the def2-TZVPD basis.

XYZ file:
```
101
Properties=species:S:1:pos:R:3:lowdin_spin:R:1
V -0.1937 -1.4429 -1.1054 2.684
S -2.8115 -0.0679 1.7633 0.006
P -0.8656 0.3471 1.6727 0.005
C 0.1449 -0.8978 0.9488 0.011
P 0.6911 -2.1254 2.0372 0.013
S 0.2079 -4.0680 1.7481 0.012
C 2.5549 -2.1183 2.1022 0.001
C 3.2536 -0.9130 2.1425 0.001
C 4.6396 -0.8795 2.2504 0.000
C 5.3608 -2.0666 2.2943 0.000
C 4.6824 -3.2755 2.2407 0.000
C 3.2920 -3.2992 2.1589 0.000
C 0.2760 -1.9992 3.8343 0.002
C 1.2411 -1.8117 4.8148 0.000
C 0.9164 -1.9352 6.1639 0.000
C -0.3806 -2.2378 6.5420 0.000
C -1.3607 -2.4029 5.5657 0.000
C -1.0367 -2.2876 4.2255 0.001
C -0.6809 2.0127 0.8441 0.001
C -0.4047 2.1393 -0.5113 0.006
C -0.3113 3.3771 -1.1389 0.001
C -0.5221 4.5375 -0.4135 0.001
C -0.8508 4.4388 0.9331 0.000
C -0.9315 3.1973 1.5496 0.000
C -0.2946 0.9210 3.3502 0.000
C 0.9512 1.5309 3.4947 0.001
C 1.3663 2.0518 4.7112 0.000
C 0.5195 1.9856 5.8131 0.000
C -0.7356 1.4114 5.6742 0.000
C -1.1385 0.8846 4.4500 0.000
H 2.6841 0.0023 2.0770 0.001
H 5.1609 0.0714 2.3039 0.000
H 6.4420 -2.0478 2.3685 0.000
H 5.2357 -4.2079 2.2721 0.000
H 2.7566 -4.2400 2.1384 0.000
H 2.2607 -1.5794 4.5345 0.000
H 1.6837 -1.7907 6.9161 0.000
H -0.6330 -2.3301 7.5921 0.000
H -2.3819 -2.6268 5.8521 0.000
H -1.7997 -2.4284 3.4723 0.000
H -0.3129 1.2554 -1.1145 0.005
H -0.1091 3.4248 -2.2023 0.000
H -0.4640 5.5065 -0.8968 0.000
H -1.0562 5.3338 1.5093 0.000
H -1.2198 3.1609 2.5905 0.000
H 1.5798 1.6653 2.6242 0.000
H 2.3380 2.5260 4.7951 0.000
H 0.8341 2.3889 6.7687 0.000
H -1.4091 1.3680 6.5225 0.000
H -2.1239 0.4528 4.3260 0.000
C -2.8176 -2.4527 -2.6171 0.003
C -2.8614 -2.6269 -1.0963 0.011
N -1.5303 -3.0752 -0.6336 0.011
C -1.1081 -4.3740 -1.2070 0.002
C 0.3812 -4.3952 -1.5630 0.006
N 0.8440 -3.1002 -2.1172 0.015
C 0.7135 -2.9971 -3.5837 0.006
C -0.7485 -2.8078 -3.9921 0.003
N -1.4766 -1.9700 -3.0370 0.008
H -3.5648 -1.7201 -2.9167 0.000
H -3.0409 -3.3853 -3.1363 0.000
H -3.6578 -3.3153 -0.7985 0.001
H -3.0648 -1.6655 -0.6200 0.003
H -1.5051 -3.1383 0.3841 0.003
H -1.7099 -4.5648 -2.0929 0.000
H -1.3028 -5.1820 -0.5017 0.000
H 0.5968 -5.2133 -2.2607 0.000
H 0.9351 -4.5563 -0.6448 0.001
H 1.8249 -2.9828 -1.8855 0.006
H 1.1135 -3.8924 -4.0695 0.000
H 1.3134 -2.1495 -3.9121 0.001
H -1.2360 -3.7803 -4.0544 0.000
H -0.7813 -2.3831 -4.9978 0.000
H -1.6059 -1.0104 -3.3810 0.003
N 4.2811 1.4500 -0.9884 -0.004
C 3.1653 1.1258 -1.7285 0.004
C 2.2541 0.1792 -1.2276 0.050
N 1.1700 -0.1632 -1.9031 0.035
C 1.0020 0.4214 -3.1146 0.030
C 1.9114 1.3346 -3.5864 -0.002
N 3.0020 1.7014 -2.9060 0.033
H 4.2076 1.3138 0.0068 0.000
H 4.7034 2.3229 -1.2635 0.000
H 2.3751 -0.2773 -0.2559 0.005
H 0.0935 0.2065 -3.6577 0.002
H 1.7493 1.8050 -4.5485 -0.001
O -2.4175 6.7089 -6.1969 0.000
C -3.1664 6.3865 -5.1040 0.000
O -3.9321 7.2092 -4.6792 0.000
C -2.9762 5.0249 -4.5356 0.001
C -3.8327 4.6114 -3.5156 0.000
C -3.7366 3.3507 -2.9598 0.001
C -2.7781 2.4143 -3.3996 0.002
S -2.6681 0.8278 -2.6921 0.009
C -1.8990 2.8608 -4.4078 0.001
C -2.0016 4.1236 -4.9627 0.000
H -1.8876 5.9447 -6.4523 0.000
H -4.5794 5.3134 -3.1660 0.000
H -4.4002 3.0542 -2.1578 0.000
H -1.1245 2.1830 -4.7478 0.000
H -1.2702 4.3934 -5.7209 0.000
```

Net charge: -1
Expectation value of S²: 3.76
Largest force on an atom (eV/A): 1.7
Spin multiplicity: 4
Relative energy (zero: lowest compared OMol25 entry of this formula, charge and spin) (eV): 1.796
Electronic energy (Ha): -4927.9292